(1)
{
  "formula": "C6H13ClIN",
  "method": "ωB97M-V/def2-TZVPD",
  "symbols": ["C", "C", "C", "C", "C", "C", "N", "Cl", "I", "H", "H", "H", "H", "H", "H", "H", "H", "H", "H", "H", "H", "H"],
  "positions_angstrom": [[0.758, 1.946, -1.567], [0.811, -0.538, 2.221], [-1.017, -1.993, -0.285], [-0.165, 0.755, -1.348], [0.970, -0.048, 0.786], [-0.360, 0.339, 0.117], [-1.338, -0.712, 0.312], [-0.989, 1.759, 1.023], [-3.289, -0.165, -0.150], [0.428, 2.801, -0.984], [1.783, 1.709, -1.293], [0.746, 2.224, -2.618], [0.376, 0.243, 2.839], [1.784, -0.799, 2.629], [0.165, -1.409, 2.271], [-1.775, -2.708, 0.033], [-0.987, -1.985, -1.381], [-0.053, -2.335, 0.087], [0.231, -0.109, -1.890], [-1.149, 0.993, -1.764], [1.465, -0.808, 0.177], [1.605, 0.839, 0.783]],
  "lowdin_spin": [0.0044, 0.0062, 0.0531, 0.0269, 0.0174, 0.0531, 0.7533, 0.0188, 1.0143, 0.0000, 0.0002, 0.0019, 0.0002, 0.0002, 0.0034, 0.0077, 0.0193, 0.0096, 0.0008, 0.0073, 0.0002, 0.0015],
  "e_tot_ha": -1048.9363,
  "e_lumo_ev": [0.79, -2.25],
  "total_charge": 0,
  "gap_ev": [6.811, 6.634],
  "spin_multiplicity": 3,
  "max_force_ev_per_a": 4.466
}

(2)
{
  "formula": "C6H13ClN2",
  "method": "ωB97M-V/def2-TZVPD",
  "symbols": ["C", "C", "C", "N", "N", "C", "C", "C", "Cl", "H", "H", "H", "H", "H", "H", "H", "H", "H", "H", "H", "H", "H"],
  "positions_angstrom": [[-2.403, -0.384, -0.733], [-1.630, 0.734, -0.175], [-2.186, 1.473, 1.063], [-0.371, 0.148, 0.226], [0.579, 0.726, -0.282], [1.966, -0.038, 0.054], [1.662, -1.164, 0.991], [2.611, -0.546, -1.271], [3.137, 1.158, 0.569], [-2.667, -1.144, 0.006], [-3.308, 0.106, -1.206], [-1.736, -0.910, -1.427], [-1.495, 1.554, -0.946], [-3.327, 1.204, 1.110], [-1.890, 2.532, 1.083], [-1.797, 1.120, 2.106], [0.947, -0.837, 1.759], [0.905, -1.863, 0.505], [2.560, -1.693, 1.164], [3.401, -1.247, -0.875], [3.130, 0.137, -1.934], [1.913, -1.066, -1.786]],
  "nbo_charge": [-0.6100, -0.1120, -0.6254, -0.1535, -0.1399, 0.0804, -0.6775, -0.6141, -0.0296, 0.2161, 0.2201, 0.2190, 0.1962, 0.2177, 0.2280, 0.2217, 0.2535, 0.2339, 0.2280, 0.2123, 0.2308, 0.2042],
  "e_tot_ha": -806.0304,
  "e_lumo_ev": 0.94,
  "total_charge": 0,
  "gap_ev": 10.042,
  "smiles": "CC(C)/N=N/C(C)(C)Cl",
  "spin_multiplicity": 1,
  "max_force_ev_per_a": 3.393
}

(3)
{
  "formula": "C6H13CoO4",
  "method": "ωB97M-V/def2-TZVPD",
  "symbols": ["O", "C", "C", "O", "C", "Co", "H", "H", "H", "H", "H", "H", "H", "O", "C", "O", "C", "C", "H", "H", "H", "H", "H", "H"],
  "positions_angstrom": [[0.717, 2.689, -0.625], [-0.381, 1.968, -0.975], [-1.204, 1.467, 0.136], [-1.052, 2.247, 1.297], [-1.713, 1.752, 2.441], [0.817, 3.319, 1.203], [-1.014, 2.486, -1.723], [-2.274, 1.368, -0.105], [-1.540, 2.466, 3.257], [-2.795, 1.668, 2.261], [-1.302, 0.769, 2.722], [-0.031, 0.747, -1.602], [-0.948, 0.073, 0.071], [0.080, -0.824, -1.797], [0.245, -3.948, 1.761], [-0.451, -3.184, 0.807], [0.385, -2.407, -0.002], [-0.454, -1.457, -0.823], [-0.481, -4.516, 2.359], [0.927, -4.652, 1.259], [0.836, -3.297, 2.431], [0.984, -3.044, -0.680], [1.095, -1.809, 0.603], [-1.462, -1.875, -1.028]],
  "lowdin_spin": [0.0550, 0.0338, 0.0990, -0.0213, -0.0091, 2.0137, 0.0105, 0.0041, -0.0058, 0.0014, -0.0014, 0.0041, 0.0155, 0.2961, 0.0019, 0.0051, 0.0659, 0.3723, 0.0001, 0.0009, 0.0004, 0.0176, 0.0080, 0.0322],
  "e_tot_ha": -1919.8753,
  "e_lumo_ev": [1.86, 2.69],
  "total_charge": -1,
  "gap_ev": [2.425, 5.908],
  "spin_multiplicity": 4,
  "max_force_ev_per_a": 4.338
}

(4)
{
  "formula": "C6H13CrN3O4",
  "method": "ωB97M-V/def2-TZVPD",
  "symbols": ["Cr", "N", "C", "C", "N", "C", "C", "N", "H", "H", "H", "H", "H", "H", "H", "H", "H", "H", "H", "H", "H", "O", "C", "O", "C", "O", "O"],
  "positions_angstrom": [[0.433, -0.314, 0.302], [-1.396, -1.216, 1.119], [-2.519, -1.022, 0.184], [-2.749, 0.461, -0.029], [-1.539, 1.118, -0.529], [-1.287, 2.472, -0.033], [0.195, 2.710, 0.183], [0.723, 1.703, 1.121], [-1.079, -2.183, 1.087], [-1.672, -1.013, 2.074], [-3.434, -1.505, 0.534], [-2.237, -1.496, -0.758], [-3.001, 0.914, 0.934], [-3.616, 0.612, -0.679], [-1.503, 1.089, -1.540], [-1.797, 2.575, 0.929], [-1.697, 3.249, -0.685], [0.372, 3.730, 0.530], [0.734, 2.585, -0.758], [0.442, 1.904, 2.074], [1.741, 1.701, 1.091], [4.080, -1.225, -0.210], [2.892, -1.119, -0.331], [2.218, 0.024, -0.398], [1.958, -2.402, -0.337], [2.423, -3.501, -0.219], [0.663, -2.110, -0.409]],
  "lowdin_spin": [3.7664, 0.0179, 0.0076, 0.0035, 0.0412, 0.0034, 0.0077, 0.0178, 0.0050, 0.0051, 0.0003, 0.0013, 0.0002, 0.0006, 0.0022, 0.0002, 0.0006, 0.0003, 0.0014, 0.0051, 0.0050, 0.0052, 0.0155, 0.0331, 0.0155, 0.0051, 0.0332],
  "e_tot_ha": -1746.2150,
  "e_lumo_ev": [-0.21, -0.28],
  "total_charge": 0,
  "gap_ev": [7.824, 8.004],
  "spin_multiplicity": 5,
  "max_force_ev_per_a": 0.578
}

(5)
{
  "formula": "C6H13CsO3",
  "method": "ωB97M-V/def2-TZVPD",
  "symbols": ["C", "C", "C", "C", "O", "Cs", "H", "H", "H", "H", "H", "H", "H", "O", "C", "C", "O", "H", "H", "H", "H", "H", "H"],
  "positions_angstrom": [[2.008, -2.367, -2.318], [1.089, -3.095, -1.680], [0.098, -2.546, -0.698], [-1.330, -2.591, -1.219], [-2.050, -1.510, -0.637], [-3.587, -0.521, 2.883], [1.895, -1.285, -2.426], [1.043, -4.175, -1.854], [2.750, -2.842, -2.965], [0.364, -1.506, -0.448], [0.145, -3.148, 0.228], [-1.812, -3.538, -0.937], [-1.347, -2.498, -2.314], [-1.493, 2.673, 1.477], [-0.420, 3.406, 1.134], [0.514, 3.798, 2.264], [1.807, 3.878, 1.715], [-2.134, -0.726, -1.220], [-0.767, 4.285, 0.541], [0.115, 2.815, 0.345], [0.462, 3.038, 3.061], [0.189, 4.769, 2.675], [2.461, 3.688, 2.392]],
  "lowdin_spin": [0.0000, 0.0000, 0.0000, 0.0000, 0.0000, -0.0012, 0.0000, 0.0000, 0.0000, 0.0000, 0.0000, 0.0000, 0.0000, 0.7729, 0.1205, -0.0003, 0.0032, 0.0000, 0.0469, 0.0582, -0.0004, 0.0003, -0.0001],
  "e_tot_ha": -481.9403,
  "e_lumo_ev": [-3.61, -4.40],
  "total_charge": 1,
  "gap_ev": [8.093, 7.303],
  "spin_multiplicity": 2,
  "max_force_ev_per_a": 1.507
}